Run w
10
Properties=species:S:1:pos:R:3:mulliken_charge:R:1 method="wB97M-V/def2-TZVPD" lumo_energy_ev=0.947 smiles=Nc1ncco1 homo_lumo_gap_ev=9.19 homo_ha=-0.3028
N 1.93769 -0.01960 0.04102 -0.40
C 0.59725 -0.13769 -0.08325 0.62
N -0.16947 -1.16428 0.00219 -0.58
C -1.41650 -0.63575 0.05304 -0.22
C -1.35558 0.71912 0.00587 -0.27
O 0.01234 1.06746 -0.04296 -0.35
H 2.40611 0.80978 0.31036 0.21
H 2.44645 -0.89059 -0.16775 0.24
H -2.23664 -1.36501 -0.01043 0.35
H -2.04325 1.51928 0.05499 0.40

=====

Run x
10
Properties=species:S:1:pos:R:3:mulliken_charge:R:1 method="wB97M-V/def2-TZVPD" lumo_energy_ev=1.029 smiles=Oc1cc[nH]n1 homo_lumo_gap_ev=9.94 homo_ha=-0.3274
O 2.26850 0.16882 -0.25234 -0.51
C 0.92140 0.07172 -0.13664 0.59
C -0.06799 1.09132 0.04169 -0.51
C -1.19993 0.37417 0.34384 -0.26
N -0.91946 -0.93899 0.20706 0.19
N 0.39212 -1.13403 -0.07428 -0.78
H 2.59674 -0.74690 -0.30338 0.36
H -0.26404 2.01609 -0.48804 0.28
H -2.17320 0.82849 0.49188 0.40
H -1.55415 -1.73069 0.17021 0.23

=====

Run y
10
Properties=species:S:1:pos:R:3:mulliken_charge:R:1 method="wB97M-V/def2-TZVPD" lumo_energy_ev=-0.625 homo_lumo_gap_ev=8.51 homo_ha=-0.3356
O -1.24284 1.69838 0.32648 -0.64
C -0.39831 0.82566 0.12456 0.43
C -0.94160 -0.62425 0.01065 -0.31
N 0.17879 -1.55969 -0.12606 -0.27
C 1.30096 -1.19804 -0.18788 0.15
N 0.92219 0.92711 -0.03393 -0.56
H -1.52560 -0.88725 0.89424 0.25
H -1.58182 -0.72262 -0.86915 0.24
H 2.02012 -0.33481 -0.19410 0.51
H 1.26810 1.87550 0.05519 0.21

=====

Energy ordering: run w at the bottom, the next structure 53.0 kJ/mol above.

=====

Run w
10
Properties=species:S:1:pos:R:3:mulliken_charge:R:1 method="wB97M-V/def2-TZVPD" lumo_energy_ev=-0.752 homo_lumo_gap_ev=7.80 homo_ha=-0.3143
C -0.33410 -0.06361 0.13872 0.46
C 0.76698 -0.80480 0.38622 -0.36
C 1.09517 0.85630 -1.02670 0.09
H -2.15344 -1.23590 0.72617 0.25
H -2.28219 1.21862 1.22257 0.26
H 1.24831 -1.85633 0.60204 0.27
H 1.46568 1.32582 -1.82365 0.46
N -1.49956 -0.30713 0.90138 -0.59
N -0.10382 0.91739 -0.70798 -0.51
O 1.79697 -0.05034 -0.41878 -0.34

=====

Run x
10
Properties=species:S:1:pos:R:3:mulliken_charge:R:1 method="wB97M-V/def2-TZVPD" lumo_energy_ev=0.943 smiles="NC(=O)[C@H]1C=N1" homo_lumo_gap_ev=11.11 homo_ha=-0.3736
N -0.83367 -1.47206 -0.64998 -0.44
C -0.55919 -0.22056 -0.17631 0.45
O -1.39038 0.67357 -0.21719 -0.59
C 0.83101 0.15723 0.25163 -0.14
C 0.87012 1.60181 0.42265 -0.03
N 0.91385 1.00644 1.51742 -0.45
H -1.80270 -1.57309 -0.91986 0.26
H -0.39514 -2.28903 -0.25366 0.23
H 1.69903 -0.46438 0.02012 0.38
H 0.66708 2.58007 0.00519 0.33

=====

Energy ordering: run x at the bottom, the next structure 400.8 kJ/mol above.

=====

Run w
10
Properties=species:S:1:pos:R:3:mulliken_charge:R:1 method="wB97M-V/def2-TZVPD" lumo_energy_ev=0.320 homo_lumo_gap_ev=10.26 homo_ha=-0.3652
O 0.37566 -0.70787 1.90870 -0.49
C 0.25499 -0.29438 0.61723 0.42
C -0.79272 0.41317 0.00329 -0.28
C -0.24100 0.83019 -1.19136 -0.36
N 1.02760 0.39544 -1.34897 -0.44
N 1.40894 -0.23063 -0.24571 -0.25
H 0.31928 0.07405 2.47347 0.36
H -1.78702 0.57119 0.39560 0.39
H -0.70761 1.41066 -1.97878 0.42
H 0.63704 -1.27309 -0.10121 0.24

=====

Run x
10
Properties=species:S:1:pos:R:3:mulliken_charge:R:1 method="wB97M-V/def2-TZVPD" lumo_energy_ev=0.790 smiles=Oc1cn[nH]c1 homo_lumo_gap_ev=9.61 homo_ha=-0.3241
O 2.07465 -0.00977 -0.10660 -0.54
C 0.71452 0.07435 -0.03845 0.75
C -0.03568 1.21590 -0.39007 -0.45
N -1.33250 1.01642 -0.19948 -0.76
N -1.41819 -0.23141 0.26215 0.26
C -0.21423 -0.85038 0.38771 -0.65
H 2.32313 -0.90177 -0.37462 0.32
H 0.33692 2.15836 -0.76735 0.44
H -2.32747 -0.61259 0.46205 0.21
H -0.12114 -1.85911 0.76465 0.41

=====

Run y
10
Properties=species:S:1:pos:R:3:mulliken_charge:R:1 method="wB97M-V/def2-TZVPD" lumo_energy_ev=0.348 smiles=Oc1cnc[nH]1 homo_lumo_gap_ev=8.86 homo_ha=-0.3129
O 1.83160 -0.20330 0.38243 -0.49
C 0.66337 -0.66910 -0.21514 0.22
C -0.40123 -1.16549 0.52558 -0.20
N -1.41406 -0.25703 0.50565 -0.52
C -1.00879 0.72005 -0.29379 -0.17
N 0.13748 0.40334 -0.92517 -0.17
H 1.37693 0.58800 0.77710 0.34
H -0.43941 -2.07246 1.11955 0.38
H -1.51909 1.65728 -0.44046 0.37
H 0.77320 0.99872 -1.43576 0.23

=====

Energy ordering: run x at the bottom, the next structure 151.8 kJ/mol above.

=====

Run w
10
Properties=species:S:1:pos:R:3:mulliken_charge:R:1 method="wB97M-V/def2-TZVPD" lumo_energy_ev="-0.593 / -0.593" homo_lumo_gap_ev="7.53 / 7.53" homo_ha="-0.2984 / -0.2984"
C 0.41160 1.09156 0.06442 -0.37
C 1.31426 0.06832 0.17438 0.49
C -1.50427 -0.33964 0.07468 -0.13
N -0.86546 0.89053 0.10934 -0.29
N 2.19187 -0.68965 0.03829 -0.16
O -1.21767 -1.55211 0.30546 -0.63
H 0.88104 2.12037 -0.13649 0.29
H -2.62523 -0.05090 0.22935 0.31
H -1.35612 -0.08017 -1.10803 0.20
H 2.76997 -1.45831 0.24860 0.28

=====

Run x
10
Properties=species:S:1:pos:R:3:mulliken_charge:R:1 method="wB97M-V/def2-TZVPD" lumo_energy_ev=0.842 homo_lumo_gap_ev=9.86 homo_ha=-0.3313
N 1.75050 -0.30115 0.56843 -0.42
C 0.42040 -0.26490 0.37781 0.44
C -0.49478 0.81886 -0.17202 -0.17
O -1.59870 0.89551 0.75020 -0.41
C -1.45447 -0.25968 -0.04839 0.08
N -0.47272 -1.18771 0.56365 -0.72
H 2.33361 0.49589 0.38983 0.21
H 2.18538 -1.18232 0.78932 0.24
H -0.35626 1.60831 -0.89815 0.38
H -2.25034 -0.57946 -0.70664 0.36

=====

Run y
10
Properties=species:S:1:pos:R:3:mulliken_charge:R:1 method="wB97M-V/def2-TZVPD" lumo_energy_ev="-0.295 / -0.245" homo_lumo_gap_ev="7.74 / 8.30" homo_ha="-0.2953 / -0.3141"
N 1.88739 0.34733 -0.38148 -0.58
C 1.39439 -0.56158 0.33434 0.15
O 0.05215 -0.82471 0.36935 -0.28
C -0.76453 -0.07602 -0.42120 -0.33
C -2.10249 0.14266 0.00052 0.22
N -3.26264 0.11489 0.31047 -0.44
H 2.89702 0.39078 -0.27116 0.25
H 1.91092 -1.25150 1.00491 0.36
H -0.29163 0.49761 -1.21036 0.40
H -1.72060 1.22055 0.26463 0.26

=====

Energy ordering: run x at the bottom, the next structure 196.5 kJ/mol above.

=====

Run w
10
Properties=species:S:1:pos:R:3:mulliken_charge:R:1 method="wB97M-V/def2-TZVPD" lumo_energy_ev=-0.254 homo_lumo_gap_ev=9.03 homo_ha=-0.3413
N 0.31057 -1.07985 1.13940 -0.44
C -0.46860 -0.00229 1.19737 0.14
O -1.29438 0.23471 0.27546 -0.50
C -0.27338 0.52467 -1.46786 -0.24
C 0.83921 -0.16362 -1.11032 0.35
N 1.43705 -0.83794 -0.31132 -0.39
H 1.02359 -1.06608 1.86857 0.29
H -0.32444 0.73699 2.00634 0.33
H -0.25175 1.61080 -1.47933 0.24
H -0.99786 0.04261 -2.11833 0.23

=====

Run x
10
Properties=species:S:1:pos:R:3:mulliken_charge:R:1 method="wB97M-V/def2-TZVPD" lumo_energy_ev=-1.239 homo_lumo_gap_ev=8.01 homo_ha=-0.3399
C 0.23703 -1.13810 0.54446 -0.70
N -0.40596 0.13751 0.26014 -0.19
N 0.38439 1.13828 -0.56528 0.54
C -1.59558 0.88776 -1.15442 -0.05
C -0.59290 1.80303 -1.22684 -0.28
O 1.56234 0.98217 -0.76606 -0.51
H 0.62015 -1.55453 -0.38568 0.26
H -0.47647 -1.83106 0.98928 0.31
H 1.08160 -1.00027 1.22349 0.29
H -0.81461 0.57521 1.08091 0.31

=====

Energy ordering: run w at the bottom, the next structure 472.1 kJ/mol above.

=====

Run w
10
Properties=species:S:1:pos:R:3:mulliken_charge:R:1 method="wB97M-V/def2-TZVPD" lumo_energy_ev=0.516 smiles=Oc1cnc[nH]1 homo_lumo_gap_ev=9.17 homo_ha=-0.3181
O -1.84766 -0.87308 0.34719 -0.49
C -0.70108 -0.55189 -0.32608 0.19
C -0.48468 0.65776 -0.93785 -0.28
N 0.72116 1.19207 -0.60226 -0.56
C 1.30806 0.32343 0.17893 -0.12
N 0.64448 -0.82834 0.33559 -0.10
H -1.87828 -0.16256 1.01598 0.35
H -1.13233 1.23396 -1.59432 0.40
H 2.17394 0.57337 0.77964 0.36
H 1.19639 -1.56474 0.80319 0.24

=====

Run x
10
Properties=species:S:1:pos:R:3:mulliken_charge:R:1 method="wB97M-V/def2-TZVPD" lumo_energy_ev=-0.669 homo_lumo_gap_ev=8.46 homo_ha=-0.3355
O 0.87844 -2.33186 -0.19563 -0.22
C 0.96122 -1.69876 -1.31641 -0.28
C 0.05409 -0.45269 -1.23477 0.14
N -0.17418 -0.08425 -0.04870 -0.45
C -0.52794 1.01568 0.70683 0.09
N 0.31247 1.93812 0.95045 -0.61
H 0.27695 -1.83200 0.43660 0.36
H -0.22288 0.05268 -2.16889 0.38
H -1.49297 0.87447 1.20635 0.33
H -0.06100 2.55488 1.66844 0.26

=====

Energy ordering: run w at the bottom, the next structure 211.9 kJ/mol above.